1.
A cluster of 8 separate species, C14H40Cl3O16 in total, computed with the ωB97M-V functional and the def2-TZVPD basis.

Cartesian coordinates (Å):
Cl 0.32429 0.37766 -0.09643
O -0.80536 0.84654 -0.86668
O -0.04243 -0.77862 0.69163
O 1.29627 -0.02327 -1.14720
O 0.93116 1.46227 0.52643
C 3.36963 2.70677 -1.37235
C 4.51275 3.64519 -1.83307
O 5.77300 3.33906 -1.28953
O 3.01767 1.85073 -2.47646
H 2.51144 3.35460 -1.19372
H 3.70120 2.06650 -0.55491
H 4.39219 4.70716 -1.61905
H 4.59939 3.56602 -2.91673
H 6.01863 2.41170 -1.32535
H 2.27129 1.27649 -2.29001
C -0.67893 -1.74469 -3.29962
C 0.66975 -2.36685 -3.65272
O 1.23987 -2.16804 -4.92517
O -1.78321 -2.32216 -3.90582
H -0.68496 -0.68000 -3.53307
H -0.93162 -1.77248 -2.23968
H 0.53259 -3.44212 -3.76710
H 1.42379 -2.14725 -2.89687
H 0.74409 -2.70182 -5.55037
H -1.87039 -3.12859 -3.39234
C 1.95668 0.29878 4.62042
C 1.33251 1.68759 4.54425
O 2.07142 2.40515 3.53034
O 1.85268 -0.39893 3.37477
H 1.31968 -0.25756 5.30804
H 2.98005 0.32925 4.99441
H 1.29531 2.20557 5.50259
H 0.26896 1.63134 4.31230
H 1.96321 1.89702 2.72306
H 2.06384 -1.33110 3.46461
C 2.04103 -3.79534 2.33352
C 2.40441 -5.06463 3.20024
O 1.51340 -6.09498 2.89436
O 0.96116 -3.01476 2.87863
H 1.78213 -4.16357 1.34081
H 2.84634 -3.08241 2.15659
H 2.63917 -4.81731 4.23552
H 3.32392 -5.58738 2.93692
H 1.45473 -6.63352 3.68690
H 0.77885 -2.34821 2.21225
C -3.94122 -0.52756 -1.96220
C -5.01943 -1.03909 -1.10838
O -6.21250 -1.14069 -1.99305
O -3.82832 0.93926 -1.90366
H -3.90805 -1.02137 -2.93336
H -3.00123 -0.86577 -1.52616
H -5.15086 -0.41461 -0.22472
H -4.74113 -2.02460 -0.73501
H -6.04585 -0.33771 -2.49210
H -3.06105 1.12826 -1.35851
C -1.18843 4.31328 -1.67187
C -0.76738 5.29842 -2.81536
O -0.48340 4.49918 -3.95699
O -1.57327 5.07002 -0.49469
H -0.38542 3.60541 -1.46645
H -1.95166 3.56976 -1.90159
H 0.15403 5.77211 -2.47668
H -1.53239 6.07352 -2.86099
H -1.17558 4.65641 -4.60334
H -1.76683 4.45033 0.21251
Cl -2.69798 -0.40975 4.59893
C -2.10171 -1.64648 3.38236
C -3.15555 -1.96010 2.19444
Cl -4.74451 -2.63601 2.71360
H -1.94205 -2.60434 3.87744
H -1.12062 -1.32556 3.03228
H -2.70307 -2.61599 1.45069
H -3.33626 -1.00637 1.69863

Forces on the atoms, in the same order (eV/Å):
Cl -2.0431 -2.0233 -1.0358
O 0.1904 -0.3615 0.1997
O 0.8105 1.7860 -0.5851
O 0.2315 -0.4262 -0.4267
O 0.8576 1.0092 1.8205
C 0.1977 0.5856 -1.5141
C 0.4386 -0.8486 -0.5167
O 0.5936 0.1966 0.8196
O 0.7718 0.3347 -0.0343
H -0.2707 -0.2679 0.7219
H -0.3083 0.3178 0.4848
H -0.5105 -0.2001 0.3065
H -0.4129 -0.0306 -0.2656
H -0.3314 -0.1095 -0.3128
H -0.2717 0.0118 0.3961
C 0.6735 1.5874 0.3120
C -0.3220 -1.6586 -0.1154
O 0.1249 1.6040 -0.6555
O -0.4935 -0.8912 -0.8043
H 0.1035 0.1262 -0.3135
H 0.9734 -0.0865 0.5589
H -0.3682 -0.5192 1.6043
H -0.0387 0.0785 -0.0511
H -0.0359 0.1399 -0.1105
H -0.6192 -0.4176 -0.4190
C -1.2579 -0.6896 0.8496
C 0.6662 -0.4986 -1.3825
O -0.6246 0.4678 0.9277
O 0.1635 1.2284 -0.5625
H 0.2129 -0.1509 0.5663
H 0.0743 0.1311 -0.1363
H 0.9052 0.1050 -0.0534
H -0.1405 -0.2853 -0.5377
H -0.0092 -0.1183 -0.1042
H -0.1291 -0.0857 0.4656
C 0.3010 -0.7437 0.2244
C 1.3640 1.0997 -1.3104
O -1.6406 -0.2454 0.8768
O 0.3008 -0.8586 0.2337
H -0.2386 -0.2206 -0.0373
H 0.7041 -0.4163 0.3393
H -1.1365 0.1044 0.4362
H 0.9767 1.2866 -0.7384
H -0.3320 -0.2936 -0.0891
H -0.2469 0.2134 -0.0946
C 2.8292 0.9640 1.2870
C -1.5705 -0.8555 -0.8399
O 1.2322 0.2948 1.7209
O -0.6383 -1.0335 -0.9158
H -0.4549 0.8241 -0.4426
H 0.2766 -0.2613 0.1628
H -0.4215 0.2355 -0.1166
H -0.3952 -0.2682 -0.2333
H -0.8074 0.1301 -0.5035
H -0.0207 -0.0243 -0.0827
C 0.0096 0.1741 0.5821
C -0.1301 -1.5821 1.9348
O -0.3372 0.7550 -0.0886
O 0.4706 -0.2545 -0.9403
H 0.8090 0.4239 0.2358
H -0.7469 0.5987 -0.7578
H 0.0479 0.1076 -0.1487
H -0.0962 -0.0954 -0.7167
H 0.0035 -0.1351 -0.1155
H -0.0035 -0.0223 0.0357
Cl 0.3183 -0.8522 -0.9504
C -1.5516 -1.0787 -0.5793
C 1.1887 1.4647 1.1015
Cl 0.9099 0.2686 -0.0633
H -0.0618 0.2828 0.4449
H -0.3873 0.2831 -0.2861
H 0.0107 -0.2324 0.3438
H -0.3369 -0.0780 -0.0050

Values from the calculation:
E, Eh: -3141.2297
Expectation value of S²: 0.76
Spin multiplicity: 2
Max |F|, eV/A: 3.3
Gap between HOMO and LUMO (spin up / spin down), eV: 10.424 / 3.863
Lowest unoccupied orbital energy (spin up / spin down), eV: 0.05 / -6.51

Here are the Löwdin charges for atoms 1 to 6, given in e: 0.71, -0.22, -0.26, -0.17, -0.19, -0.16

=====

2.
A cluster of 2 separate species, C4H6F2OS in total, computed with the ωB97M-V functional and the def2-TZVPD basis.

Cartesian coordinates (Å):
C -0.75255 -0.55688 -0.17090
C -0.08880 0.02503 1.28054
C 0.34191 0.47607 -0.10586
C 1.57072 -0.14744 -0.77879
H -2.74339 0.30400 0.77951
H -0.37380 -1.51774 -0.41248
H -0.50737 0.72324 2.15717
H 0.49797 -0.67992 1.84884
H -1.03875 1.15264 -1.44367
H 1.62392 -0.38624 -1.79020
O -0.27203 1.81978 -0.36040
F 2.52312 0.56518 -0.29370
F 1.72391 -1.42844 -0.20711
S -2.50485 -0.34927 -0.50296

Forces on the atoms, in the same order (eV/Å):
C 0.0509 0.6172 3.7356
C -0.2349 -0.1970 -0.1623
C -3.8672 1.0570 -0.1464
C -1.8363 -0.4581 3.4983
H 0.1104 -0.9137 -2.2758
H -0.1696 -0.8630 0.1064
H 0.1435 -1.0571 -3.0290
H 0.3449 -0.4931 -0.5811
H 1.8526 3.1869 3.7580
H -0.1326 0.5271 -2.1043
O -0.3998 -4.8323 -4.5238
F 3.6821 1.6251 0.0342
F 0.0311 0.2692 -0.1948
S 0.4249 1.5317 1.8849

Values from the calculation:
E, Eh: -828.9611
Max |F|, eV/A: 6.6
Energy relative to the best compared isomer or geometry (same formula, charge and spin), eV: 5.270
Gap between HOMO and LUMO, eV: 9.249
Lowest unoccupied orbital energy, eV: -0.15

Here are the Löwdin charges for atoms 1 to 6, given in e: -0.58, -0.01, -0.51, -0.33, -0.03, 0.07